Entry 1:
113
Properties=species:S:1:pos:R:3:forces:R:3:lowdin_charge:R:1 method="wB97M-V/def2-TZVPD" homo_lumo_gap_ha=0.28415 energy_ha=-2130.22534 homo_ha=-0.2046 charge=-1
Zr 2.5899 -0.0815 -1.8291 -0.34 -0.79 -0.06 1.957
B 0.7647 0.5745 -0.5181 -0.96 -0.28 0.04 -0.467
H 1.3287 1.2573 -1.1344 1.65 3.36 -2.04 -0.037
H 0.1627 -0.0464 -1.1634 -2.20 -2.09 -2.35 -0.011
H 1.4764 -0.0806 -0.0400 2.78 -2.75 2.03 -0.031
H 0.1817 1.0867 0.2316 -1.63 1.66 2.28 -0.012
O 3.9755 -1.3849 -0.5951 -1.76 -0.62 -1.62 -0.426
C 3.6453 -2.7905 -0.4843 -0.51 0.72 -0.34 -0.306
C 2.3621 -3.2445 -1.3014 -0.25 1.58 -1.04 -0.276
O 1.7269 -2.1405 -2.0228 1.91 0.84 1.13 -0.423
H 3.5330 -3.0457 0.5694 -0.43 0.22 0.37 0.067
H 4.4535 -3.4670 -0.7623 0.53 0.30 -0.54 0.082
H 1.6303 -3.7918 -0.7072 -0.35 0.49 0.79 0.073
H 2.5824 -4.0300 -2.0243 0.67 0.10 -0.44 0.083
O 3.6678 1.8278 -2.3978 -1.71 -2.44 -0.24 -0.416
C 3.0364 2.5208 -3.4777 0.78 0.33 1.13 -0.345
C 1.9256 1.7638 -4.2713 0.73 -1.01 1.27 -0.279
O 1.3511 0.5940 -3.6042 2.68 0.94 0.94 -0.412
H 3.8301 2.8910 -4.1266 0.24 -0.52 -0.80 0.087
H 2.7228 3.4970 -3.1078 -0.89 0.05 0.50 0.064
H 2.4738 1.4512 -5.1601 -0.59 -0.24 -0.52 0.086
H 1.1684 2.5175 -4.4875 -0.32 -0.23 -0.32 0.096
C -3.2639 -3.4530 0.2970 0.42 -1.97 0.04 -0.056
C -1.9439 -3.7565 -0.4619 0.03 2.17 -1.12 -0.374
C -2.1959 -4.5860 -1.7686 0.08 1.24 1.01 -0.201
O -0.9892 -4.8186 -2.4890 -1.03 -2.29 0.60 -0.165
C -0.4292 -6.0842 -2.0143 1.51 1.65 -0.47 -0.093
N -1.4228 -2.4056 -0.8001 -0.42 0.11 -0.44 0.047
H -4.0571 -3.0883 -0.3556 0.33 0.26 -0.25 0.065
H -3.1994 -2.8161 1.1792 0.42 0.14 -0.21 0.061
H -3.6123 -4.4238 0.6495 -0.36 -0.13 0.33 0.063
H -1.0843 -4.1585 0.0745 -0.72 -1.11 0.72 0.123
H -2.8894 -4.0506 -2.4171 0.14 0.33 -0.06 0.114
H -2.7171 -5.4971 -1.4746 0.17 -0.41 -0.08 0.108
H -1.0371 -6.9804 -1.8898 -0.85 0.50 -0.03 0.079
H 0.0752 -5.8045 -1.0894 0.03 -0.61 0.32 0.071
H 0.3486 -6.3674 -2.7234 0.05 0.19 -0.08 0.081
H -1.1596 -1.9570 0.0657 -0.03 0.17 0.23 0.067
H -0.5592 -2.4473 -1.3221 0.43 -0.25 -0.39 0.042
C -4.9030 0.7919 3.1602 -0.10 -0.43 -0.84 -0.051
C -3.4886 0.3716 2.7343 -0.41 -0.11 -0.67 -0.442
C -2.7780 1.2860 1.7213 0.54 -0.04 0.25 -0.205
O -3.5453 1.7926 0.6662 0.00 0.80 0.42 -0.170
C -4.0248 0.8439 -0.2268 -0.44 -0.15 -1.28 -0.116
N -2.7248 0.2017 3.9455 0.31 0.46 0.50 0.042
H -5.4699 0.9706 2.2465 -0.27 0.21 0.16 0.062
H -4.9929 1.6553 3.8194 0.48 0.28 -0.19 0.075
H -5.3850 -0.0181 3.7077 0.11 -0.18 -0.09 0.073
H -3.5411 -0.5705 2.1886 -0.36 -0.41 0.31 0.119
H -1.9270 0.7570 1.2924 0.07 -0.52 -0.01 0.104
H -2.2787 2.1050 2.2389 -0.45 0.51 0.09 0.110
H -4.8889 0.3035 0.1598 -0.06 -0.23 0.11 0.084
H -3.2942 0.1485 -0.6400 0.50 -0.34 0.67 0.080
H -4.3269 1.3603 -1.1379 -0.36 0.30 0.18 0.091
H -1.7363 0.0816 3.7765 0.35 -0.44 -0.48 0.045
H -2.7595 1.1466 4.3007 0.10 0.21 0.87 0.062
C 3.3767 -1.4759 3.0108 -0.18 -0.48 0.87 -0.032
C 3.0018 -0.3224 3.9645 0.42 -0.14 0.10 -0.426
C 3.8324 -0.3035 5.2498 -0.34 0.28 -1.13 -0.209
O 5.2137 0.0380 5.0125 -1.07 -1.55 1.74 -0.162
C 5.9388 -0.1950 6.2324 1.45 0.93 -0.79 -0.116
N 3.0146 0.9523 3.2731 0.63 0.44 -0.24 0.038
H 2.8291 -1.5164 2.0692 0.03 0.42 0.07 0.065
H 3.1592 -2.4107 3.5273 -0.29 -0.14 0.09 0.080
H 4.4464 -1.5773 2.8277 0.08 0.63 -0.20 0.089
H 1.9926 -0.4027 4.3686 -0.28 -0.61 -0.26 0.132
H 3.5950 -1.2846 5.6612 0.98 -0.30 0.52 0.124
H 3.3848 0.4395 5.9098 0.07 0.21 0.28 0.121
H 6.0248 -1.2022 6.6402 -0.78 -0.39 -0.47 0.084
H 5.6745 0.4754 7.0502 -0.53 0.13 -0.05 0.082
H 6.9664 0.0616 5.9748 0.11 0.10 0.03 0.082
H 2.8410 1.6840 3.9473 -0.55 0.31 0.13 0.094
H 3.9875 1.1344 3.0722 0.50 0.03 -0.40 0.085
C -2.6143 0.7256 -4.8595 -1.55 0.63 -0.43 -0.063
C -2.7079 -0.0247 -3.5399 1.06 -0.58 -0.76 -0.418
C -3.8385 -1.0485 -3.5264 1.31 -0.28 0.81 -0.238
O -5.0642 -0.3917 -3.6426 -1.32 -0.72 -0.19 -0.171
C -6.1512 -1.2813 -3.3930 0.36 0.18 0.19 -0.108
N -1.3881 -0.6536 -3.4385 -0.72 -0.31 -0.03 0.069
H -1.9291 1.5726 -4.8258 0.06 -0.07 0.12 0.077
H -3.6012 1.0899 -5.1450 -0.15 0.48 0.18 0.064
H -2.3717 0.1071 -5.7236 0.51 -0.46 0.38 0.082
H -2.8263 0.6323 -2.6782 -0.50 0.47 -0.25 0.112
H -3.7721 -1.6125 -2.5961 -0.14 0.24 0.81 0.092
H -3.6536 -1.8816 -4.2045 -0.20 0.29 -1.09 0.126
H -6.0543 -1.7663 -2.4217 0.05 0.30 0.52 0.073
H -6.1993 -2.1460 -4.0549 0.15 0.16 -0.70 0.080
H -7.0900 -0.7290 -3.4369 0.15 0.05 -0.05 0.084
H -0.7562 0.0932 -3.6898 0.82 -0.33 0.18 0.031
H -1.2034 -0.9310 -2.4850 0.09 -0.05 0.00 0.013
C 0.5136 3.5653 1.8480 0.92 -0.02 0.49 -0.065
C 0.2953 4.2057 0.4925 -0.62 -0.76 -0.70 -0.382
C 1.6008 4.3614 -0.3372 0.36 1.12 1.29 -0.148
O 2.2171 5.6747 -0.0871 -0.36 -0.75 0.08 -0.217
C 3.2837 5.8309 -1.0277 -1.30 -0.28 0.62 -0.112
N -0.6586 3.4411 -0.3211 -0.69 -0.37 -0.27 0.049
H 0.9985 2.5902 1.8018 0.28 0.05 -0.36 0.051
H -0.3763 3.3538 2.4410 -0.33 0.52 -0.20 0.064
H 1.1695 4.2431 2.3944 0.08 -0.09 0.46 0.077
H -0.1842 5.1687 0.6680 0.36 0.32 -0.25 0.133
H 1.4537 4.2049 -1.4058 -0.41 0.17 0.00 0.107
H 2.3550 3.6447 -0.0121 -0.11 -0.44 -0.02 0.105
H 3.9217 6.6654 -0.7366 -0.12 -0.02 -0.02 0.080
H 2.7443 6.0137 -1.9571 0.77 0.06 -0.60 0.085
H 3.8322 4.8891 -1.0420 0.41 0.08 -0.42 0.079
H -0.5031 2.4467 -0.2369 0.94 0.00 -0.48 0.007
H -1.5767 3.3960 0.0974 -0.52 1.02 0.24 0.053
O 3.3880 1.1743 0.3241 0.28 0.37 -0.58 -0.106
H 4.1265 1.7830 0.3044 0.24 0.19 -0.49 0.067
H 3.3111 0.9199 1.2437 -0.47 -0.42 0.42 0.009
O 0.2916 -0.1619 2.3388 -0.61 -0.57 1.03 -0.058
H 0.2424 0.1101 1.4224 0.09 0.13 -0.36 -0.047
H 1.1089 0.2199 2.6589 0.35 0.28 -0.15 -0.018



Entry 2:
117
Properties=species:S:1:pos:R:3:forces:R:3:lowdin_charge:R:1 method="wB97M-V/def2-TZVPD" homo_lumo_gap_ha="0.04845 / 0.28260" energy_ha=-4120.31160 homo_ha="0.0189 / -0.2166" charge=-1 spin_multiplicity=2 s2=0.75
O -13.6317 -19.5983 -15.4270 -0.02 0.21 -0.89 -0.283
P -14.3361 -18.3329 -15.7008 -3.15 1.82 -0.39 0.590
N -15.2536 -17.7894 -14.3616 -0.10 -1.88 -1.06 -0.312
C -16.4114 -18.5882 -13.8474 0.65 1.74 -1.21 -0.089
C -14.7805 -16.8323 -13.4200 0.17 1.40 -0.07 -0.141
N -15.5667 -18.3324 -16.9581 1.93 -0.88 0.24 -0.310
C -15.3811 -19.1074 -18.1954 -0.26 -0.38 1.01 -0.117
C -16.7405 -17.5192 -17.0222 -0.36 0.77 1.27 -0.167
N -13.3903 -17.0264 -16.1164 -2.29 -0.22 -0.86 -0.325
C -13.6906 -15.7215 -16.7590 -0.81 -0.87 0.77 -0.062
C -12.0427 -17.2222 -15.8906 1.88 0.06 1.42 -0.167
H -16.8377 -19.1868 -14.6524 0.61 -0.77 0.31 0.068
H -17.2215 -17.8694 -13.7243 -0.12 0.23 0.67 0.071
H -16.1435 -19.0465 -12.8954 -0.28 -0.49 -0.25 0.081
H -15.5440 -16.0544 -13.4240 0.07 0.50 0.60 0.079
H -13.8328 -16.3671 -13.6912 -0.03 -0.07 -0.45 0.070
H -14.5874 -17.1412 -12.3927 -0.36 -0.69 0.09 0.081
H -16.3746 -19.3958 -18.5388 -0.09 0.04 -0.21 0.072
H -14.8816 -18.5595 -18.9944 0.15 0.08 -0.02 0.074
H -14.8822 -20.0522 -17.9796 0.36 0.16 -0.06 0.072
H -16.9598 -17.0506 -17.9816 0.20 -0.54 -0.42 0.081
H -17.5727 -18.1236 -16.6613 -0.62 0.20 -0.33 0.072
H -16.6877 -16.6427 -16.3764 0.18 -0.12 0.40 0.069
H -14.4509 -15.2785 -16.1157 -0.11 0.59 -0.41 0.079
H -12.7992 -15.0946 -16.7819 0.05 -0.21 0.49 0.052
H -14.0035 -15.7235 -17.8031 -0.38 -0.56 -0.03 0.075
H -11.5826 -17.5253 -16.8311 0.99 0.19 0.28 0.097
H -11.9231 -17.9412 -15.0801 0.49 -0.33 -0.42 0.078
H -11.7525 -16.2891 -15.4077 1.35 -0.09 -0.50 0.051
O -15.0690 -10.8918 -22.3925 -0.07 0.63 -1.36 -0.304
P -15.8603 -9.8040 -21.7917 -0.54 1.21 2.06 0.532
N -16.8274 -10.4789 -20.5564 0.34 0.75 0.37 -0.303
C -17.9632 -11.2988 -20.9254 -1.29 0.57 -0.11 -0.158
C -16.4373 -10.6984 -19.1454 0.21 -0.78 -1.48 -0.118
N -16.9079 -8.8204 -22.6872 -1.22 -0.74 -3.32 -0.278
C -17.9952 -7.9486 -22.1423 1.59 -0.56 0.33 -0.146
C -16.8087 -8.7861 -24.2408 0.03 -0.33 1.18 -0.097
N -14.9023 -8.5540 -21.1492 1.01 -0.09 1.25 -0.282
C -13.8614 -8.0024 -22.1028 -1.56 0.03 0.13 -0.118
C -15.2064 -7.7986 -19.8877 0.83 -0.48 -0.46 -0.157
H -17.8604 -11.9414 -21.7998 0.27 0.33 -0.24 0.080
H -18.8478 -10.6650 -20.9873 -0.25 0.23 -0.89 0.063
H -18.3528 -11.9522 -20.1447 0.95 -0.22 0.49 0.069
H -17.1111 -10.2027 -18.4466 0.38 0.43 0.09 0.069
H -15.3669 -10.5204 -19.0418 -0.21 0.40 0.48 0.058
H -16.5896 -11.7702 -19.0183 0.26 -0.12 0.48 0.064
H -18.9800 -8.2440 -22.5044 0.05 0.12 -0.22 0.067
H -18.0095 -7.9838 -21.0530 0.03 -0.38 0.01 0.048
H -17.7335 -6.9113 -22.3511 -0.35 0.11 -0.37 0.062
H -17.6893 -8.4527 -24.7900 -0.75 -0.08 0.85 0.059
H -16.0756 -8.0903 -24.6489 0.56 0.03 0.59 0.053
H -16.5980 -9.7730 -24.6528 0.22 -0.08 0.35 0.062
H -13.2560 -8.7598 -22.6007 -0.37 -0.32 0.13 0.064
H -14.4663 -7.4557 -22.8262 0.34 0.07 -0.62 0.050
H -13.1515 -7.2612 -21.7356 -0.31 -0.19 0.92 0.061
H -16.2494 -7.6862 -19.5919 -0.20 -0.66 -0.32 0.040
H -14.8730 -6.7610 -19.8676 0.20 0.01 -0.85 0.030
H -14.6318 -8.2721 -19.0916 -0.29 -0.03 0.45 0.043
O -10.6908 -16.4778 -12.9042 -0.68 -0.83 1.01 -0.275
P -9.9198 -15.3454 -12.3834 1.38 0.38 -1.68 0.542
N -9.8701 -14.1812 -13.6378 -0.85 0.27 0.92 -0.261
C -11.1922 -13.6826 -14.1373 0.30 -0.58 -0.01 -0.094
C -8.7292 -14.0041 -14.5340 0.49 1.06 1.18 -0.136
N -8.3349 -15.8120 -12.0639 1.32 0.53 -1.63 -0.301
C -7.3978 -14.9128 -11.3947 -1.31 0.01 1.88 -0.126
C -7.8208 -17.1949 -11.9729 -1.60 0.32 -1.08 -0.083
N -10.4142 -14.5949 -10.9573 -0.27 0.44 -0.17 -0.291
C -10.0945 -13.2154 -10.6298 0.06 1.01 -1.10 -0.122
C -10.4097 -15.4112 -9.7610 -1.60 -0.38 0.33 -0.136
H -11.9013 -13.3913 -13.3624 0.40 0.02 0.38 0.086
H -11.7257 -14.4399 -14.7118 0.08 -0.30 -0.07 0.043
H -11.1071 -12.8230 -14.8021 0.46 0.13 0.46 0.038
H -8.2084 -14.8245 -15.0277 -0.94 -0.56 -0.10 0.047
H -7.9337 -13.5626 -13.9337 0.36 0.15 0.05 0.059
H -8.9890 -13.2043 -15.2275 -0.07 -0.27 -0.31 0.069
H -6.3596 -15.2433 -11.3626 -0.18 -0.05 -0.57 0.080
H -7.4532 -13.8390 -11.5741 -0.08 -0.18 -0.77 0.064
H -7.7912 -15.0250 -10.3844 0.93 0.63 0.89 0.056
H -7.9806 -17.7146 -12.9176 -0.13 -0.07 -0.03 0.078
H -6.7409 -17.1706 -11.8263 -0.31 -0.13 0.50 0.075
H -8.4477 -17.6871 -11.2294 0.75 -0.54 0.32 0.079
H -10.5481 -12.9486 -9.6753 0.31 -0.09 0.00 0.086
H -9.0329 -12.9779 -10.6979 0.26 -0.23 0.85 0.055
H -10.4542 -12.4878 -11.3574 -0.66 -0.29 -0.24 0.075
H -9.4277 -15.5642 -9.3134 -0.03 -0.49 -0.09 0.077
H -11.0842 -16.2612 -9.8638 1.06 -1.00 -0.74 0.088
H -11.0694 -15.0060 -8.9938 0.40 1.19 0.19 0.078
C -5.6832 -12.3075 -16.5619 -0.29 -0.30 -0.37 -0.240
S -6.5028 -13.9474 -17.0412 2.22 0.81 -1.56 0.848
O -5.5183 -14.5440 -18.0796 -1.88 0.90 1.69 -0.594
C -7.9116 -13.2322 -18.0448 1.05 -0.68 -0.69 -0.254
H -4.6446 -12.3872 -16.2411 -0.10 -0.91 0.05 0.042
H -6.2116 -11.8099 -15.7488 -0.36 -0.01 -0.23 0.037
H -5.6186 -11.7034 -17.4668 -0.43 0.07 0.00 0.045
H -8.1746 -12.1780 -17.9584 -0.06 -0.20 0.72 0.044
H -8.7303 -13.9516 -18.0263 -0.18 0.33 0.41 0.039
H -7.4862 -13.3337 -19.0432 0.14 0.01 -0.12 0.041
C -11.6535 -12.3329 -17.4305 0.57 0.06 0.17 -0.303
S -12.8378 -11.1350 -16.8446 -0.38 1.23 1.70 0.810
O -12.7054 -10.9323 -15.3130 0.32 -0.38 -2.58 -0.580
C -12.1251 -9.6294 -17.6469 0.39 -0.28 1.35 -0.258
H -11.5892 -13.1182 -16.6773 -0.33 -0.16 -0.36 0.008
H -10.6483 -11.9265 -17.5424 -0.06 0.17 -0.05 0.036
H -12.0451 -12.6669 -18.3913 0.14 -0.25 0.02 0.053
H -11.1503 -9.4543 -17.1918 0.20 -0.26 0.09 0.047
H -12.7338 -8.8273 -17.2296 -0.29 0.01 -0.61 0.013
H -11.9821 -9.6397 -18.7274 -0.62 -0.17 0.02 0.057
C -11.9290 -4.1476 -16.0665 0.23 -0.35 -0.22 -0.307
S -11.7323 -4.7734 -17.8013 0.77 -0.24 0.51 0.719
O -10.4815 -5.6701 -17.7909 -1.73 1.12 0.15 -0.610
C -13.1369 -5.9068 -17.7296 0.34 0.06 -0.10 -0.347
H -11.5541 -3.1291 -15.9659 0.31 -0.16 -0.16 0.029
H -11.3248 -4.8767 -15.5265 0.08 0.20 0.26 0.038
H -12.9432 -4.1473 -15.6672 -0.08 -0.20 -0.41 0.032
H -13.3070 -6.2308 -18.7563 0.25 -0.36 0.26 0.007
H -14.0785 -5.5016 -17.3590 0.19 0.39 0.03 0.020
H -12.7687 -6.6708 -17.0448 -0.23 -0.35 -0.21 0.029